(1)
DFT (ωB97M-V/def2-TZVPD) results for a single C5H3F3O2S molecule at a distorted geometry.

Geometry (Å):
1 C 0.0167 0.6941 -0.0150
2 C -1.2869 0.6916 0.7251
3 C 0.9055 -0.6611 0.0024
4 C -2.3808 0.0609 -0.0873
5 C 2.4356 -0.4850 -0.1335
6 O -1.4137 1.1777 1.8111
7 O 0.4050 -1.7411 0.0611
8 F 2.9108 0.5871 0.4952
9 F 2.7712 -0.3911 -1.4276
10 F 3.0584 -1.5532 0.3627
11 S 0.4926 1.9272 -0.9409
12 H -2.1590 -1.0006 -0.2011
13 H -3.3321 0.1868 0.4251
14 H -2.4231 0.5065 -1.0770

Values from the calculation:
Energy above the lowest of the compared OMol25 structures with the same formula, charge and spin, kJ/mol: 0.00
SMILES string: CC(=O)C(=S)C(=O)C(F)(F)F
Gap between HOMO and LUMO, hartree: 0.2845
Energy, Ha: -1040.5567
Lowest unoccupied orbital energy, eV: -1.84
HOMO level, eV: -9.585


(2)
DFT (ωB97M-V/def2-TZVPD) results for C3H4O3 as an isolated structure.

Geometry (Å):
1 O -0.2456 -0.7158 -1.6304
2 C 0.3757 0.0614 -0.6808
3 C 0.6616 -0.4666 0.7153
4 O 0.7391 0.6607 1.3630
5 C -0.5522 0.7873 0.3041
6 O -1.2291 -0.2451 0.7725
7 H -1.0455 -1.0508 -1.1871
8 H 1.2239 0.5953 -1.1129
9 H 1.0255 -1.4159 1.1190
10 H -0.9610 1.8035 0.2898

Values from the calculation:
Energy above the lowest of the compared OMol25 structures with the same formula, charge and spin, kJ/mol: 436.29
Gap between HOMO and LUMO, hartree: 0.3950
Energy, Ha: -342.2898
Lowest unoccupied orbital energy, eV: 0.50
HOMO level, eV: -10.249


(3)
DFT (ωB97M-V/def2-TZVPD) results for a 2-piece molecular cluster, C12H17N overall at a distorted geometry.

Geometry (Å):
1 C 2.3049 2.1895 1.7213
2 C 1.3163 1.6780 -0.5988
3 C 1.2169 1.7032 0.8238
4 C 0.1061 1.1131 -1.0481
5 C 0.0477 1.1267 1.2089
6 C 2.2666 2.0428 -1.5591
7 C 1.9967 1.7847 -2.8893
8 C 0.8000 1.2015 -3.2985
9 C -0.1870 0.8578 -2.3898
10 N -0.6180 0.7249 0.0464
11 H 3.2270 2.4095 -1.2325
12 H 2.7318 2.1123 -3.6139
13 H 0.5844 1.0394 -4.3340
14 H 3.1747 2.6153 1.2196
15 H 2.6915 1.4490 2.4190
16 H -0.3944 1.0917 2.1887
17 H -1.4688 0.2000 -0.0408
18 H -1.1966 0.6300 -2.7028
19 H 2.0001 2.9889 2.3936
20 C -1.7436 -2.7094 0.4570
21 C -0.7432 -2.3806 1.5772
22 C -3.1788 -2.8419 0.9708
23 H -1.6145 -1.9526 -0.3171
24 H -1.4690 -3.6254 -0.0661
25 H -1.1187 -2.3064 2.5981
26 H -0.2464 -1.4427 1.3349
27 H -3.2032 -3.3861 1.9103
28 H -3.5599 -1.8561 1.2433
29 H 0.0626 -3.1076 1.7099
30 H -3.7852 -3.3497 0.2679

Values from the calculation:
Energy above the lowest of the compared OMol25 structures with the same formula, charge and spin, kJ/mol: 65.87
SMILES string: Cc1c[nH]c2ccccc12.CCC
Gap between HOMO and LUMO, hartree: 0.3220
Energy, Ha: -522.1952
Lowest unoccupied orbital energy, eV: 0.93
HOMO level, eV: -7.828


(4)
DFT (ωB97M-V/def2-TZVPD) results for a single C4H7NO2 molecule at a distorted geometry.

Geometry (Å):
1 C -0.7112 0.1230 0.0884
2 C 0.4107 1.1818 -0.2395
3 C 0.0550 0.8633 1.2250
4 C 0.5652 -1.6216 -0.7406
5 N -0.5101 -1.1319 -0.3838
6 O -0.5312 1.8947 1.9795
7 O 0.4824 -2.7930 -1.3844
8 H -1.8225 0.4248 -0.0367
9 H 1.3162 0.8417 -0.6729
10 H 0.0854 2.0678 -0.7333
11 H 0.7767 0.2511 1.7783
12 H 1.6277 -1.1802 -0.5951
13 H -1.2804 2.1256 1.3503
14 H -0.4638 -3.0473 -1.6354

Values from the calculation:
Energy above the lowest of the compared OMol25 structures with the same formula, charge and spin, kJ/mol: 316.27
SMILES string: O/C=N/[C@@H]1C[C@H]1O
Gap between HOMO and LUMO, hartree: 0.3680
Energy, Ha: -361.7604
Lowest unoccupied orbital energy, eV: 0.95
HOMO level, eV: -9.063


(5)
DFT (ωB97M-V/def2-TZVPD) results for a single C3H2Cl3FO molecule at a distorted geometry.

Geometry (Å):
1 C -0.2822 0.4371 -0.2178
2 C -1.4574 -0.4159 0.3019
3 C 1.1418 -0.1869 -0.0516
4 H -0.3327 0.3233 -1.3252
5 H -1.7575 -0.2488 1.3217
6 O -2.1071 -1.1375 -0.4067
7 F 1.1681 -1.4426 -0.4286
8 Cl -0.4399 2.1035 0.2838
9 Cl 2.2453 0.6711 -1.1201
10 Cl 1.8215 -0.1033 1.6425

Values from the calculation:
Energy above the lowest of the compared OMol25 structures with the same formula, charge and spin, kJ/mol: 28.66
SMILES string: O=C[C@@H](Cl)C(F)(Cl)Cl
Gap between HOMO and LUMO, hartree: 0.3968
Energy, Ha: -1671.1725
Lowest unoccupied orbital energy, eV: 0.01
HOMO level, eV: -10.788


(6)
DFT (ωB97M-V/def2-TZVPD) results for a 2-piece molecular cluster, CH7NOS overall at a distorted geometry.

Geometry (Å):
1 S 0.8219 -3.3176 -0.0062
2 H -0.4881 -3.2015 -0.1839
3 H 1.0852 -2.0121 -0.1174
4 N -0.0678 1.2234 1.0796
5 C -0.2913 0.6590 -0.2469
6 O -1.1146 1.5253 -1.0327
7 H 0.4617 0.5272 1.6130
8 H 0.6164 1.9682 0.9762
9 H -0.9114 -0.2063 -0.1251
10 H 0.5921 0.4428 -0.8611
11 H -0.7041 2.3918 -1.0954

Values from the calculation:
Energy above the lowest of the compared OMol25 structures with the same formula, charge and spin, kJ/mol: 27.44
SMILES string: NCO.S
Gap between HOMO and LUMO, hartree: 0.3904
Energy, Ha: -570.4479
Lowest unoccupied orbital energy, eV: 0.67
HOMO level, eV: -9.955